Molecular formula: C35H69BF9NO2S
Method: DFT, ωB97M-V/def2-TZVPD

XYZ file:
```
118
Properties=species:S:1:pos:R:3:lowdin_charge:R:1
S 2.869 -0.478 -4.284 0.764
F 6.406 0.187 -0.234 0.004
F 9.724 -1.440 -2.442 0.013
F 9.625 1.133 -0.944 0.011
F 7.356 -1.722 -2.316 0.041
F 8.675 0.977 -3.127 0.044
F 7.457 2.362 -0.059 0.015
F 8.751 -1.586 -0.265 0.038
F 6.485 2.932 -2.970 -0.030
F 5.690 0.612 -3.011 -0.016
O -1.053 3.106 0.618 -0.274
O -5.428 1.301 1.489 -0.218
N -7.280 3.643 0.641 -0.229
C -0.585 -3.181 3.516 -0.210
C -7.518 3.187 2.102 -0.150
C 2.178 -3.121 3.454 -0.221
C 0.837 -3.743 -0.902 -0.210
C -8.630 1.701 -0.453 -0.058
C -0.732 -3.446 -0.532 -0.226
C 3.302 2.287 -2.388 -0.144
C -0.517 1.854 -1.603 -0.169
C -5.883 3.246 0.071 -0.041
C 8.437 0.596 -1.709 -0.087
C 1.466 -2.452 -1.760 -0.205
C 3.407 -2.036 3.506 -0.212
C 1.040 -1.836 -6.036 -0.194
C 4.983 -5.048 3.492 -0.143
C 5.973 1.781 -2.136 -0.174
C 2.344 -0.797 -6.053 -0.537
C 4.816 -4.028 2.199 -0.267
C -1.189 -3.979 0.968 -0.207
C 0.783 -2.289 3.777 -0.226
C -8.462 3.196 -0.253 -0.153
C -5.489 1.760 0.144 -0.185
C 4.602 2.388 -1.396 -0.085
C 1.017 1.976 -1.038 -0.136
C 2.703 -0.077 -1.060 -0.168
C -1.240 2.286 1.860 -0.118
C -1.313 -2.746 2.081 -0.205
C 8.510 -1.041 -1.636 -0.125
C 1.513 -1.198 -0.706 -0.190
C -1.669 2.386 -0.512 -0.228
C -5.762 -0.075 1.639 -0.068
C -7.331 5.191 0.614 0.017
C 7.103 1.264 -1.032 -0.081
C 1.551 0.552 -3.361 -0.385
C -6.469 3.668 3.095 -0.053
C 4.735 -2.447 2.636 -0.219
B 2.156 1.201 -1.937 -0.870
H 4.833 3.552 -1.267 0.131
H 1.334 -2.923 -6.387 0.071
H -7.596 2.100 2.113 0.103
H 3.722 -1.900 4.645 0.117
H 5.473 -4.443 4.370 0.081
H 3.705 2.168 -3.480 0.094
H -2.393 2.061 2.061 0.084
H 5.649 -5.955 3.130 0.075
H 3.675 -0.586 -1.493 0.097
H 0.764 -1.242 3.208 0.104
H -0.806 -1.745 1.714 0.089
H 1.018 1.451 0.034 0.098
H 5.725 -2.169 3.227 0.114
H -2.306 -4.376 0.830 0.102
H 2.776 3.358 -2.354 0.108
H -0.474 -4.854 1.350 0.112
H 2.978 -1.000 3.135 0.104
H 2.042 -3.668 2.425 0.093
H 4.744 -1.810 1.651 0.101
H -6.794 -0.146 1.987 0.078
H 2.112 0.197 -6.630 0.070
H 3.931 -4.355 1.487 0.099
H 0.681 -2.269 -2.641 0.092
H 0.633 -0.154 -3.188 0.045
H -8.283 5.515 1.048 0.113
H 0.680 -1.886 -4.908 0.038
H -6.701 3.263 4.087 0.101
H -5.111 -0.509 2.401 0.096
H -6.144 1.136 -0.466 0.098
H 0.956 -4.760 -1.490 0.110
H 3.918 -5.474 3.765 0.063
H -2.191 1.420 -0.044 0.098
H -0.751 2.914 2.745 0.108
H 1.421 -3.807 0.134 0.086
H -8.463 1.111 0.449 0.075
H -7.256 5.520 -0.429 0.109
H 5.804 -4.144 1.550 0.107
H -0.553 2.487 -2.613 0.120
H -4.485 1.648 -0.277 0.113
H -7.982 1.337 -1.254 0.081
H -5.651 -0.642 0.709 0.100
H -6.459 4.756 3.192 0.077
H 0.461 -0.712 -0.542 0.087
H -0.644 1.255 1.794 0.098
H 3.024 0.351 0.007 0.091
H -0.366 -4.343 3.505 0.108
H -8.499 3.580 2.394 0.132
H -5.872 3.581 -0.973 0.144
H 4.443 1.974 -0.314 0.118
H 2.338 -3.879 4.357 0.114
H -1.045 -2.312 -0.616 0.099
H -2.533 3.002 -1.044 0.107
H -2.434 -2.471 2.329 0.090
H 3.236 -1.323 -6.644 0.080
H 0.819 -2.020 4.934 0.110
H -5.457 3.342 2.845 0.078
H 1.837 -1.647 0.352 0.100
H 2.482 -2.704 -2.283 0.101
H 0.129 -1.438 -6.655 0.061
H -5.148 3.837 0.628 0.134
H -8.334 3.682 -1.227 0.132
H 1.229 3.110 -0.836 0.108
H -1.342 -2.880 4.377 0.099
H -1.403 -4.061 -1.303 0.107
H -9.369 3.599 0.213 0.130
H -6.490 5.592 1.183 0.099
H -9.651 1.494 -0.790 0.097
H -0.851 0.747 -1.870 0.102
H 1.322 1.462 -4.089 0.089
```

Summary:
F_max ... 0.11026 hartree/bohr
E_LUMO ... -0.0404 Ha
Electronic energy ... -2901.35603 Eh
HOMO ... -0.2325 Ha

Molecular formula: C35H70BFN3O12PS2
Method: DFT, ωB97M-V/def2-TZVPD

XYZ file:
```
125
Properties=species:S:1:pos:R:3:lowdin_charge:R:1
S -0.256 4.634 2.943 0.780
S -2.000 0.435 2.682 0.717
P 0.978 -2.280 0.406 0.986
F 0.650 1.934 -2.439 -0.039
O -3.761 2.046 -0.057 0.130
O -2.530 -0.862 1.931 -0.188
O 0.359 -3.679 1.064 -0.318
O -1.393 -4.385 5.167 -0.149
O -1.357 0.025 3.908 -0.309
O -3.094 1.344 2.789 -0.228
O 0.033 0.468 7.183 -0.158
O -3.998 -0.079 -1.095 0.137
O -1.079 0.376 -8.809 -0.163
O 3.653 -0.931 4.446 -0.149
O 0.169 -2.004 -5.002 -0.163
O 2.472 2.654 -6.497 -0.140
N -0.970 2.465 1.377 0.095
N 0.652 0.965 2.253 0.110
N -0.788 -1.729 -2.150 0.029
C 0.430 3.162 -5.423 -0.161
C -1.379 -1.965 -0.834 -0.257
C -0.624 3.404 2.057 -0.779
C -1.580 0.885 -0.829 -0.009
C -1.476 1.392 -10.908 -0.165
C -2.471 0.228 -9.102 -0.201
C 1.540 4.000 -4.795 -0.168
C 4.601 0.556 6.017 -0.165
C -0.159 0.641 8.587 -0.208
C -1.270 -4.217 7.518 -0.167
C -2.568 -3.563 7.046 -0.162
C 1.837 -1.688 1.911 -0.273
C -0.645 -1.268 0.355 -0.413
C 1.068 2.749 -6.743 -0.206
C 1.215 3.141 -0.478 -0.036
C 2.680 0.080 4.732 -0.213
C 2.254 -2.412 -6.030 -0.163
C -0.587 1.093 1.537 -0.412
C -0.531 0.310 0.166 -0.273
C -2.270 -3.327 5.573 -0.198
C -2.799 1.284 -10.150 -0.168
C 3.081 0.706 6.057 -0.164
C 1.293 1.805 -1.194 -0.338
C -0.467 1.227 -9.780 -0.206
C 1.531 -2.308 -4.694 -0.213
C 1.469 -1.417 -6.884 -0.161
C -1.375 1.545 8.742 -0.167
C -1.113 0.949 6.469 -0.204
C 0.050 -1.635 -6.380 -0.197
C 2.782 3.235 -5.230 -0.201
C -1.399 -1.706 1.615 -0.209
C 4.764 -0.795 5.336 -0.201
C -2.199 1.170 7.512 -0.155
C 0.866 0.515 -0.503 -0.123
C -0.905 -5.077 6.316 -0.207
B -3.159 0.918 -0.610 -0.611
H 1.175 -1.528 2.777 0.032
H -0.329 -0.339 9.047 0.113
H -1.466 -1.419 -2.835 0.082
H -0.446 -2.448 -6.922 0.119
H 0.471 0.778 -10.108 0.122
H 5.071 0.591 7.000 0.111
H 1.664 0.302 0.210 0.088
H -2.918 1.932 7.214 0.115
H 2.706 0.822 3.925 0.111
H 0.210 -3.611 2.017 0.049
H 1.688 -0.373 4.761 0.110
H 1.881 3.855 -0.975 0.081
H 1.561 -1.587 -7.956 0.113
H -0.851 1.890 5.971 0.121
H 4.736 -1.614 6.064 0.117
H -3.404 -4.256 7.160 0.114
H 0.170 -5.227 6.208 0.116
H -0.568 -0.741 -6.461 0.103
H -0.241 2.189 -9.308 0.102
H -1.387 0.380 -1.779 0.102
H -3.040 0.349 -8.180 0.118
H -3.163 -3.349 4.947 0.119
H 0.785 -0.008 2.522 0.016
H 2.155 -3.420 -6.438 0.113
H -1.805 -2.705 1.455 0.134
H 1.567 -3.232 -4.114 0.114
H 0.232 2.284 -4.806 0.099
H 0.204 3.553 -0.545 0.076
H 0.748 1.069 9.018 0.114
H 2.743 1.736 6.155 0.117
H -1.342 -3.042 -0.612 0.108
H 5.042 1.342 5.400 0.113
H -1.323 1.934 -1.017 0.104
H -4.598 -0.414 -0.423 0.111
H -3.644 1.005 -10.778 0.111
H 3.662 3.871 -5.340 0.115
H 0.898 3.504 -7.521 0.114
H 2.515 -2.494 2.212 0.061
H -1.355 2.331 -11.446 0.112
H 0.601 1.462 3.142 0.086
H 0.706 1.787 -7.110 0.095
H -0.352 -2.558 -2.529 0.062
H -0.769 -1.764 2.511 0.093
H -2.815 -2.645 7.575 0.104
H 1.943 -1.500 -4.080 0.116
H -4.078 2.655 -0.728 0.108
H -0.503 -3.456 7.684 0.111
H -1.379 -4.798 8.433 0.111
H 1.521 3.054 0.567 0.072
H 1.543 5.005 -5.224 0.114
H -2.743 0.241 7.695 0.105
H -1.384 0.573 -11.624 0.114
H -0.506 3.703 -5.559 0.113
H 2.451 -0.800 1.760 0.045
H 2.655 0.133 6.881 0.106
H 2.349 1.635 -1.448 0.142
H -1.075 2.594 8.685 0.113
H 1.460 4.087 -3.713 0.095
H -2.441 -1.718 -0.824 0.110
H 0.875 -0.228 -1.310 0.095
H -1.759 -2.373 5.409 0.106
H 5.687 -0.876 4.761 0.116
H 3.315 -2.179 -5.951 0.112
H 1.797 -0.397 -6.671 0.105
H 3.018 2.434 -4.520 0.113
H -1.387 0.223 5.702 0.067
H -3.032 2.235 -9.666 0.114
H -2.647 -0.782 -9.487 0.118
H -1.388 -6.059 6.373 0.116
H -1.896 1.391 9.685 0.110
```

Summary:
F_max ... 0.02420 hartree/bohr
Structure (SMILES) ... C[C@H](F)C[C@@]1(CB(O)O)[C@@](CN)(P(C)O)COS(=O)(=O)[C@]1(N)N=C=S.C1CCOC1.C1CCOC1.C1CCOC1.C1CCOC1.C1CCOC1.C1CCOC1
E_LUMO ... 0.0142 Ha
Electronic energy ... -3705.16377 Eh
HOMO ... -0.3249 Ha

Molecular formula: C35H70ClN10O5P3S
Method: DFT, ωB97M-V/def2-TZVPD

XYZ file:
```
125
Properties=species:S:1:pos:R:3:lowdin_charge:R:1
Cl -4.950 -6.945 4.738 0.555
S -5.801 1.737 1.459 0.642
P 4.033 5.099 -3.036 0.830
P 0.461 0.364 2.256 0.827
P 2.650 -3.424 -3.179 0.823
O 4.054 -2.804 -3.384 -0.277
O 3.521 4.461 -1.722 -0.288
O -7.874 -5.404 3.843 -0.034
O -4.060 -3.943 0.190 -0.034
O -0.476 -0.412 3.212 -0.289
N 1.593 0.660 3.510 -0.339
N 1.539 1.257 1.157 -0.304
N -2.085 -3.890 3.652 -0.034
N 3.158 -4.933 -3.814 -0.340
N 5.605 4.456 -2.805 -0.338
N -0.739 1.653 2.146 -0.294
N 4.623 5.832 -4.547 -0.312
N 2.014 -2.368 -4.441 -0.300
N 3.870 6.698 -2.309 -0.300
N 1.036 -4.136 -2.942 -0.309
C 0.497 -3.484 -1.725 -0.168
C 2.486 -0.480 3.720 -0.150
C 3.842 -5.748 -2.808 -0.150
C 5.700 3.066 -3.253 -0.146
C -8.729 -2.252 4.923 -0.178
C -6.151 -0.007 2.097 -0.455
C -9.353 1.838 3.715 0.070
C -2.845 -5.997 2.319 -0.154
C 6.890 5.097 -3.028 -0.142
C -8.563 -1.420 6.329 -0.268
C -5.208 -1.211 1.502 0.002
C 2.449 -5.822 -4.718 -0.143
C -5.496 -2.734 2.039 -0.002
C 4.973 7.457 -1.728 -0.161
C -5.323 -5.578 3.540 -0.415
C -4.558 -3.962 1.428 -0.175
C -6.655 -3.131 3.179 0.033
C -0.096 -4.205 -3.863 -0.145
C 2.812 6.782 -1.258 -0.160
C -7.076 -1.533 7.023 -0.143
C 1.788 -2.777 -5.823 -0.162
C 3.460 5.817 -5.468 -0.167
C 1.379 0.603 -0.165 -0.163
C 5.257 7.130 -4.768 -0.148
C -1.607 -4.925 2.649 -0.253
C -6.761 -4.723 3.560 -0.204
C 2.329 1.879 3.799 -0.141
C -4.281 -5.220 2.495 -0.110
C -8.248 0.933 3.713 -0.086
C -2.146 1.191 2.347 -0.169
C 2.756 -1.080 -4.586 -0.162
C 1.593 2.688 0.861 -0.139
C -0.688 2.896 2.907 -0.157
C -7.590 -1.921 3.788 -0.024
C -7.333 -0.373 3.212 -0.086
H -8.904 -0.304 6.232 0.091
H -4.342 -1.079 0.707 0.115
H 4.876 2.467 -2.847 0.066
H -1.361 -4.369 1.624 0.116
H -8.816 -3.392 5.212 0.116
H -5.042 2.473 2.411 -0.103
H -9.779 -1.954 4.461 0.129
H 3.158 6.355 -0.313 0.074
H 4.613 -5.165 -2.291 0.071
H -9.320 -1.928 7.100 0.115
H 4.613 8.414 -1.311 0.089
H 4.363 -6.608 -3.267 0.085
H 1.543 -0.475 -0.079 0.062
H 5.711 7.797 -2.450 0.044
H 6.221 7.235 -4.272 0.054
H 3.055 -0.383 4.662 0.085
H 2.515 7.819 -1.063 0.078
H 3.138 2.063 3.078 0.080
H 3.728 6.125 -6.484 0.079
H -6.382 -0.720 6.513 0.080
H -2.337 0.253 1.807 0.060
H -10.203 2.671 3.621 0.068
H -7.125 -1.230 8.176 0.084
H -6.672 -2.627 6.912 0.081
H -0.652 2.738 3.982 0.086
H 2.671 6.489 -5.101 0.078
H 2.796 1.839 4.786 0.084
H -2.744 -6.995 2.924 0.093
H 0.100 -4.798 -4.754 0.054
H 3.193 -0.585 2.899 0.070
H 2.065 -5.308 -5.600 0.054
H 6.960 6.077 -2.555 0.054
H 1.687 2.759 3.843 0.055
H 3.042 4.808 -5.538 0.072
H 4.612 7.973 -4.502 0.089
H -1.567 3.528 2.686 0.088
H 5.511 7.248 -5.830 0.096
H 7.706 4.525 -2.579 0.085
H 1.917 -1.414 3.802 0.068
H 1.414 -1.930 -6.426 0.088
H 0.363 0.764 -0.551 0.079
H -0.473 -3.218 -4.154 0.089
H 0.130 3.557 2.631 0.045
H 7.131 5.198 -4.095 0.079
H -0.446 -3.933 -1.395 0.076
H 1.622 -6.351 -4.226 0.079
H -0.659 -5.528 3.013 0.116
H 0.324 -2.414 -1.907 0.071
H 3.691 -1.221 -5.136 0.076
H 5.490 6.921 -0.937 0.086
H 6.631 2.587 -2.900 0.087
H 2.984 -0.640 -3.605 0.064
H 0.991 -3.504 -5.950 0.044
H 2.092 0.979 -0.906 0.079
H 3.144 -6.124 -2.063 0.069
H 0.668 3.067 0.412 0.091
H -0.933 -4.736 -3.391 0.097
H 2.682 -3.161 -6.306 0.086
H 2.166 -0.330 -5.126 0.076
H 3.111 -6.591 -5.124 0.084
H 1.204 -3.578 -0.896 0.070
H 1.899 6.257 -1.572 0.071
H 2.400 2.893 0.146 0.081
H -2.364 1.038 3.408 0.082
H 5.666 2.998 -4.339 0.071
H -2.730 -6.230 1.154 0.121
H 1.862 3.301 1.719 0.055
H -2.871 1.918 1.962 0.034
H -1.726 -4.115 4.616 0.083
H -1.685 -2.941 3.401 0.064
```

Summary:
F_max ... 0.19665 hartree/bohr
Structure (SMILES) ... C#Cc1c(S)cc2c(c1CCC)C(=O)C(Cl)=C(CCN)C2=O.CN(C)P(=O)(N(C)C)N(C)C.CN(C)P(=O)(N(C)C)N(C)C.CN(C)P(=O)(N(C)C)N(C)C
E_LUMO ... -0.0695 Ha
Electronic energy ... -4180.66156 Eh
HOMO ... -0.2981 Ha

Look up the HOMO of the third one.
-0.2981 Ha

Among the records above, which one has the highest electronic energy?
C35H69BF9NO2S